C3H5NOS | ωB97M-V/def2-TZVPD

Properties
- SMILES = C=NSC(C)=O
- gap between HOMO and LUMO (eV) = 9.59
- net charge = 0
- M (g mol⁻¹) = 103.1
- largest force on an atom (eV Å⁻¹) = 8.36
- LUMO level (eV) = 0.186
- ΔE to the lowest compared entry with this formula, charge and spin (kcal/mol) = 74.8

XYZ file:
```
11
C3H5NOS | the OMol25 dataset | ωB97M-V/def2-TZVPD
H -2.58020 -1.64266 0.19438
C -0.56720 -0.26598 -0.16231
C 2.52835 0.63938 0.13183
S 0.02923 0.33768 1.31494
H 2.14719 0.43731 -0.95739
H -2.34073 -0.33665 -1.28419
H 3.49845 0.87455 0.23577
O 0.19644 -0.53366 -1.11416
H -2.52551 0.38039 0.56537
N 1.68421 0.63572 1.21938
C -2.07023 -0.52609 -0.14362
```

***

C66H155N14O16 | ωB97M-V/def2-TZVPD

Properties
- gap between HOMO and LUMO (eV) = 4.40
- net charge = -1
- M (g mol⁻¹) = 1401.0
- largest force on an atom (eV Å⁻¹) = 8.58
- LUMO level (eV) = 1.501

XYZ file:
```
251
C66H155N14O16 | the OMol25 dataset | ωB97M-V/def2-TZVPD
C 8.18688 2.59015 -8.03629
H 9.65030 -6.42057 3.37444
H -7.21689 -5.67586 -8.93114
C 10.38806 -7.84458 -6.64094
C 7.93477 -7.04534 -4.85712
N -0.63083 9.50198 9.47331
H 7.10135 1.75277 6.06866
C 1.02275 12.62220 -2.47536
H 8.39688 -4.36780 1.59496
C 6.87251 -6.13507 -4.07753
C -6.60067 0.72264 7.22743
N 8.49982 -6.31268 -6.02290
C -7.71062 3.07701 -0.82500
H 0.27133 9.87722 9.21757
H 5.66816 2.57227 -5.68295
H 10.86096 2.49460 -7.27653
H 10.79405 -8.27080 -7.55834
C 1.54033 2.83109 9.96723
C 3.24541 9.46145 0.29757
C 8.75179 5.02141 -8.36179
H -5.56777 -5.17435 0.56004
C 9.09696 -7.21615 -7.07489
N -4.67605 -1.24105 -8.41400
O -2.24366 8.15574 8.97186
H 1.13350 -0.50851 1.42569
H 8.94467 -8.75193 2.83049
H 2.38432 11.81205 -4.69705
H -13.89133 4.09261 1.98047
C 6.69818 2.52284 -6.03612
C -8.81855 1.48693 6.44485
C 1.01167 9.11931 -0.74987
H -3.40386 -6.04115 -2.16053
H 4.33714 11.49905 -1.63606
H 1.98407 1.74259 8.26353
H 11.48743 -10.26070 -4.48672
H -7.82963 -4.83646 -10.41751
H 0.39273 12.85078 -3.33497
C -12.04022 2.64574 -1.51040
H -7.39269 -1.64636 7.14320
C 8.06261 -9.59223 4.95579
C 6.95501 2.82894 4.38575
H 7.44751 -7.96868 -5.17036
C 8.21401 -8.03682 3.20843
C -7.68403 0.26107 9.96979
H -7.52504 -1.92945 9.66621
C -7.95308 1.07539 11.28812
H -5.97568 -1.21601 -10.01576
H -7.14957 -1.41618 11.23266
N 8.08380 -8.19928 4.65542
H 6.82692 3.03299 -3.33719
H 11.07717 -7.07839 -6.28573
C -10.44756 0.67450 -1.56029
O 5.61774 -6.21807 -4.76095
C 0.74507 10.23494 -3.01143
C -0.48471 2.13812 3.00009
H -0.61601 0.06033 3.12657
O 1.26643 0.71102 3.74424
C -4.96584 -7.59764 -1.42178
H -0.63063 10.44447 -1.24459
N 2.65163 10.85891 -1.50046
C -12.23477 2.99194 -0.00154
C -0.01621 9.71792 -1.77631
C 1.81347 11.30125 -2.66244
H 2.92153 9.26519 1.31967
H -11.95814 1.10729 -2.82881
H 6.67486 5.45419 -6.36034
H 0.40350 8.71706 7.69637
N 5.97131 3.28497 3.70284
H -12.97683 2.92114 -1.99519
H -7.07274 0.95299 11.91909
H 5.47929 1.83441 5.24178
H 3.12165 1.62737 9.45912
H -12.77468 2.13283 0.39660
C 10.55275 3.33648 -7.89647
H 7.24382 -10.03065 4.38530
H 6.84952 -9.63161 6.79383
H 1.25463 1.27348 1.19822
H 0.29247 12.76299 -1.67851
N 6.44343 2.09902 5.38503
C -6.15354 -3.24814 -9.03625
H -4.92360 -5.43930 -1.71816
H 8.58415 1.58444 -7.89911
C 8.01867 -4.41147 2.61631
H 8.95752 -6.67660 1.77320
C -1.23312 8.72016 8.70020
C 11.52433 -9.67609 -5.40594
H -1.94454 1.14110 -6.27436
H 8.27801 4.16647 -3.51389
O 10.30560 -8.87477 -5.57468
H 1.54794 8.28797 -1.20744
C -5.33233 -7.23959 1.14492
C -8.09808 0.44413 7.44316
H 0.43669 8.75416 0.10110
H 8.77382 -4.03715 3.30750
H 5.02519 2.98486 3.88963
C -6.55010 -7.17604 2.15612
H 7.26707 -8.15886 2.68260
O 7.71620 -5.70198 3.12617
H -6.27447 1.76087 7.16586
N -5.80622 -7.71399 -0.19215
H -7.37966 3.48968 -1.77803
H 3.79696 -5.37037 -4.95139
H -8.16303 2.11415 11.03315
C 6.79329 5.02490 -5.36546
H -0.79710 8.98339 -1.97318
H -5.72487 -7.02623 -3.43948
H -12.22462 4.73020 1.89758
N -0.54016 8.35737 7.68099
H -6.78218 -1.10771 -8.48737
H 6.24207 1.68215 -7.98078
H -9.22295 2.02755 -2.75278
H 9.26387 5.08982 -9.32157
H 8.97698 -7.90934 5.02725
H 11.31071 4.06055 -7.59760
N 2.19315 1.95168 9.22928
N 8.88098 3.69483 -6.02828
H -11.36181 3.12970 0.63647
H -8.83623 -4.99900 -8.99711
C -8.27962 -1.01556 7.08371
H -10.43716 0.31361 -0.53182
H -6.43840 -6.66481 3.11229
C 0.60438 0.44324 1.47381
H 3.59147 8.58594 -0.25183
H -5.60490 -3.71451 -9.85454
H -4.44367 -5.37322 1.88876
O -6.42377 -8.97227 -0.12507
N 0.49220 3.18633 9.40774
H -2.98241 2.44164 -5.67692
H 7.72570 -5.92993 -6.54667
H -9.04106 2.48723 6.81633
H 10.80000 -10.18877 6.27419
C 7.72815 3.30277 -3.88775
C 1.46682 11.15727 0.59570
H -0.26125 0.45986 0.81161
H -0.16941 3.77320 9.89555
O -3.92033 0.64653 -6.22556
H -3.57871 -1.14686 -5.22187
C 7.58216 3.67090 -5.38375
H -3.25388 -4.67548 -0.19672
H -4.47045 -0.27575 -8.62854
H -7.00822 2.27768 -0.58878
C -4.20411 -8.12108 1.78629
H 8.78556 -7.49771 -4.34760
H 9.04939 5.88494 -7.76694
H -8.79162 0.74816 11.90284
O -9.04313 2.43247 -0.84342
O -9.90169 0.60672 9.09386
H 11.79863 -10.30804 -6.25064
H 10.92029 -9.96862 7.83985
H 0.06620 10.64308 -3.76020
H -7.51204 3.83116 -0.06348
H 10.58698 3.08178 -8.95574
H -6.34468 0.38977 6.22156
C 6.74314 2.56112 -7.57527
H -3.83427 -7.72792 2.73326
H -5.64677 -0.20216 10.37214
C 2.11122 10.16875 -0.35331
O -7.50122 -3.56085 -8.87430
H -9.11996 -1.50963 7.57137
C 10.15656 -10.31710 7.14459
O 1.76375 3.03198 11.14134
H -10.14190 1.49342 9.37254
H 3.24026 10.41341 -4.10510
H 7.15361 -3.74951 2.65612
H -5.90922 1.51963 9.78049
H -7.30576 -6.59512 1.62733
H 0.42901 3.01899 8.41370
C -3.65198 -5.68063 -0.05783
H -8.24219 0.82204 -1.80234
C -2.84581 1.36052 -5.70195
H 3.69887 12.00781 -3.54408
H 1.00182 10.61541 1.41926
H -6.95251 -8.16477 2.37651
H -4.32458 -9.71810 -1.64579
H 7.05256 1.58557 -5.60714
H 7.69004 5.19196 -8.53986
H -7.34556 -8.70444 -0.13861
H -13.51752 5.70455 1.48035
H -5.68402 -1.12282 -6.49301
C -3.59931 -0.78224 -6.24887
H 1.66794 13.50074 -2.47755
H 8.14030 2.72487 -9.11693
H 2.24647 11.80102 1.00294
H 4.09877 10.13165 0.40097
C -4.19440 -6.19497 -1.42605
H -6.14990 -8.61943 -3.00464
C 4.63622 -5.33006 -4.25703
H 5.82334 4.77362 -4.93634
H -9.83750 1.19180 6.19440
H -3.40842 -8.19782 1.04529
H -2.65025 1.24899 -4.63545
H -1.08606 9.50286 10.37490
H 7.24248 -5.11002 -4.05558
C -9.14374 1.43335 -1.84242
H 0.16231 2.98429 3.23123
H -4.72542 -2.59314 -6.68738
H -3.16685 -8.72517 -0.81326
H 8.96503 -10.09134 4.60276
H 8.35905 2.41634 -3.82200
H -8.58868 -1.02024 6.03845
H 12.39322 -9.02107 -5.34197
H 4.11290 -5.79666 -3.42245
H -2.65673 -1.02959 -6.73719
H -8.83982 -1.47313 10.79128
O 9.74741 4.58082 -5.39341
H -0.85244 7.56828 7.13335
C -5.68379 0.13059 8.26442
H 6.82154 -6.47491 -3.04312
H -2.80509 -6.27148 0.29115
H 8.28655 -7.87208 -7.39284
H -5.72547 -0.92854 8.01023
H -7.00552 -7.29818 -2.29613
C 8.72856 -6.64692 2.83847
C -7.80826 -4.85061 -9.32781
H -4.49663 -9.16420 1.90645
H 6.13588 3.39288 -7.93235
H 1.19398 9.29642 -3.33663
H 6.21936 4.01800 3.05382
O 3.54920 11.82706 -1.19656
O 8.09518 3.17698 4.19757
H -3.30938 -8.53797 -2.56363
O -13.06059 4.20377 0.08465
C -3.86844 -8.72813 -1.64745
C 0.16112 0.78308 2.87800
H 4.90946 -4.28652 -4.10064
C -4.79496 -5.82894 0.96301
H 9.99459 -11.37162 7.36788
H 0.63544 11.68961 0.13362
C -6.00482 -7.62824 -2.57499
H 10.26688 4.01523 -4.81734
C -4.79499 -1.54134 -6.96479
H -1.13236 2.20786 2.12613
C 7.84528 -9.94322 6.47844
H -8.46342 1.52434 5.41500
N -11.71185 1.29456 -1.86736
C 2.84434 11.38403 -3.80639
C -5.97500 -1.62543 -9.00557
H -10.41243 -0.20348 -2.20528
H -5.58441 -3.74664 -8.25160
C 9.11527 3.71860 -7.55291
H -4.68724 0.52875 8.07346
H -11.34984 3.43437 -1.80965
H -1.17705 2.07074 3.83926
N -8.51107 0.70903 8.82993
C -13.18481 4.67094 1.38511
H 7.84265 -11.03308 6.49598
H 7.39690 5.69533 -4.75367
C -7.84822 -1.21269 10.42114
C -6.18219 0.46750 9.69911
H 9.21109 -6.57096 -7.94599
O 8.84205 -9.60559 7.37900
```